Entry 1:
Here is a structure of composition C30H49NO38S8 from the OMol25 dataset. Energies are from ωB97M-V with the def2-TZVPD basis set.

ORCA input file:
```
! wB97M-V def2-TZVPD RIJCOSX def2/J DEFGRID3
* xyz 0 1
C 2.971 -0.386 4.649
C 1.740 -1.173 4.308
O 1.614 -1.098 2.881
S 3.005 -0.735 2.154
O 2.940 0.540 1.540
O 3.444 -1.829 1.372
O 3.812 -0.633 3.523
H 3.368 -0.635 5.629
H 2.822 0.699 4.672
H 0.809 -0.897 4.794
H 1.918 -2.239 4.483
C -4.889 0.552 -2.344
C -4.925 -0.575 -1.337
O -4.668 0.152 -0.092
S -5.497 1.507 -0.100
O -4.636 2.537 0.339
O -6.759 1.342 0.522
O -5.691 1.572 -1.683
H -5.482 0.281 -3.215
H -3.909 0.929 -2.617
H -4.060 -1.233 -1.372
H -5.878 -1.091 -1.257
C -0.642 -3.186 -6.137
C -1.567 -4.062 -5.305
O -1.619 -3.307 -4.095
S -1.685 -1.751 -4.423
O -0.678 -1.049 -3.717
O -2.992 -1.205 -4.413
O -1.246 -1.918 -5.974
H -0.579 -3.536 -7.166
H 0.384 -3.252 -5.760
H -1.193 -5.071 -5.163
H -2.546 -4.104 -5.789
C 3.929 0.495 -4.549
C 4.820 -0.660 -5.010
O 4.029 -1.799 -4.671
S 3.538 -1.566 -3.171
O 4.585 -1.798 -2.248
O 2.312 -2.247 -3.013
O 3.291 0.011 -3.358
H 3.183 0.727 -5.312
H 4.505 1.392 -4.324
H 5.727 -0.620 -4.399
H 5.062 -0.624 -6.064
C -0.675 1.328 -1.496
C 0.530 0.486 -1.080
O 0.179 -0.177 0.097
S -1.296 0.191 0.660
O -1.232 0.470 2.037
O -2.172 -0.750 0.078
O -1.278 1.528 -0.192
H -1.487 0.865 -2.056
H -0.434 2.310 -1.885
H 1.239 1.315 -0.914
H 1.030 -0.085 -1.859
C 0.702 -3.844 -0.052
C 1.091 -5.104 -0.876
O -0.150 -5.671 -1.279
S -1.444 -5.091 -0.609
O -1.908 -6.024 0.350
O -2.359 -4.689 -1.613
O -0.729 -3.869 0.091
H 0.963 -2.956 -0.604
H 1.125 -3.928 0.944
H 1.788 -5.825 -0.462
H 1.516 -4.720 -1.798
C 2.745 4.808 -4.379
C 2.294 3.968 -3.212
O 0.912 3.716 -3.443
S 0.772 3.345 -4.996
O -0.471 3.849 -5.425
O 1.104 1.987 -5.244
O 2.001 4.235 -5.484
H 3.808 4.701 -4.583
H 2.538 5.878 -4.351
H 2.520 4.357 -2.223
H 2.846 3.023 -3.278
C -3.145 1.968 4.791
C -4.361 1.027 4.569
O -4.142 -0.065 5.457
S -3.176 0.292 6.685
O -2.352 -0.830 6.903
O -3.739 0.949 7.806
O -2.379 1.405 5.847
H -3.425 2.977 5.096
H -2.561 2.032 3.875
H -4.237 0.585 3.585
H -5.277 1.586 4.729
C -5.572 -2.426 2.903
C -5.942 -3.087 4.063
C -4.949 -3.707 4.809
C -3.613 -3.463 4.541
C -3.245 -2.749 3.414
C -4.225 -2.288 2.561
N -2.589 -4.135 5.333
O -2.864 -5.238 5.773
O -1.509 -3.603 5.447
H -6.254 -2.038 2.155
H -6.980 -3.226 4.330
H -5.231 -4.268 5.691
H -2.182 -2.649 3.229
H -3.995 -1.767 1.641
O 2.233 4.340 0.362
C 1.662 4.468 1.406
O 1.486 5.684 1.959
C 0.513 5.646 3.024
C -0.214 4.311 2.836
C 0.840 3.432 2.148
H -0.144 6.500 2.887
H 1.030 5.707 3.982
H -1.107 4.445 2.222
H -0.568 3.818 3.741
H 0.440 2.722 1.440
H 1.504 3.047 2.926
O 5.322 3.443 -2.508
C 5.702 2.617 -1.728
O 6.905 2.007 -1.818
C 7.097 1.074 -0.733
C 5.990 1.406 0.272
C 4.906 1.997 -0.600
H 8.080 1.174 -0.281
H 7.000 0.080 -1.174
H 6.347 2.123 1.012
H 5.672 0.525 0.826
H 4.331 2.833 -0.196
H 4.180 1.239 -0.893
*
```

Results
Gap between HOMO and LUMO in eV: 9.78
LUMO in eV: 0.12

=====

Entry 2:
Here is the molecule CH2N4O2 from the OMol25 dataset. Energies are from ωB97M-V with the def2-TZVPD basis set.

ORCA input file:
```
! wB97M-V def2-TZVPD RIJCOSX def2/J DEFGRID3
* xyz 0 1
N -0.392 0.938 -2.544
C -0.290 0.398 -1.518
N 0.061 -0.174 -0.327
N -0.665 -1.197 0.258
N 0.858 0.605 0.633
O 1.321 1.649 0.244
O 0.875 0.150 1.736
H -1.634 -0.959 0.428
H -0.135 -1.411 1.089
*
```

Results
ΔE to the lowest compared entry with this formula, charge and spin in kcal/mol: 101.4
Gap between HOMO and LUMO in eV: 9.91
LUMO in eV: -0.37
SMILES: N#CN(N)[N+](=O)[O-]

=====

Entry 3:
Here is the molecule C11H16N3O9P from the OMol25 dataset. Energies are from ωB97M-V with the def2-TZVPD basis set.

ORCA input file:
```
! wB97M-V def2-TZVPD RIJCOSX def2/J DEFGRID3
* xyz 0 1
O 0.534 -1.461 -5.182
C 0.930 -1.179 -4.129
C -0.079 -1.420 -3.030
C 0.111 -0.275 -1.961
C -0.530 -0.759 -0.701
O -1.694 -1.077 -0.792
N 0.068 -0.590 0.553
C -0.557 -0.926 1.838
C -1.984 -0.312 2.077
O -2.045 1.141 1.886
P -2.929 1.693 0.595
O -1.992 2.089 -0.479
O -3.923 0.686 0.083
O -3.698 2.920 1.093
C 0.531 -0.562 2.874
O -0.044 0.133 4.086
C 1.359 0.367 2.140
O 2.707 0.543 2.740
C 1.446 -0.157 0.684
C 1.806 0.756 -0.495
N 1.525 0.015 -1.729
C 2.470 -0.391 -2.688
O 3.653 -0.364 -2.377
N 2.214 -0.898 -3.944
H -1.121 -1.422 -3.424
H 0.182 -2.392 -2.541
H -0.468 0.492 -2.398
H -0.671 -2.011 1.868
H -2.183 -0.605 3.116
H -2.618 -0.843 1.471
H -3.305 0.043 -0.393
H -2.958 3.548 1.092
H 1.126 -1.399 3.122
H -0.518 0.959 3.874
H 0.886 1.351 2.230
H 2.715 0.942 3.628
H 2.156 -0.995 0.703
H 1.266 1.699 -0.388
H 2.929 1.040 -0.373
H 2.705 -0.377 -4.730
*
```

Results
ΔE to the lowest compared entry with this formula, charge and spin in kcal/mol: 24.2
Gap between HOMO and LUMO in eV: 10.06
LUMO in eV: 0.27
SMILES: O=C1C[C@H]2C(=O)N3[C@H](COP(=O)(O)O)[C@H](O)[C@@H](O)[C@@H]3CN2C(=O)N1

=====

Entry 4:
Here is a structure of composition C14H27N2PmS from the OMol25 dataset. Energies are from ωB97M-V with the def2-TZVPD basis set.

ORCA input file:
```
! wB97M-V def2-TZVPD RIJCOSX def2/J DEFGRID3
* xyz 2 5
C 1.474 2.089 -0.663
H 2.355 2.729 -0.664
H 1.638 1.321 -1.451
H 1.704 1.467 0.671
C 0.229 2.961 -0.848
H -0.607 2.414 -1.339
H -0.145 3.312 0.134
C 0.553 4.203 -1.717
H -0.308 4.869 -1.754
H 1.401 4.748 -1.294
H 0.803 3.900 -2.736
C -0.913 -1.779 0.086
C -1.576 -1.002 -0.911
C -0.608 -0.633 -1.895
C 0.656 -1.175 -1.499
C 0.463 -1.888 -0.274
C 1.479 -2.688 0.455
C 1.906 -1.144 -2.306
C -0.872 0.089 -3.169
C -3.032 -0.705 -0.941
C -1.550 -2.409 1.272
Pm 0.122 0.691 0.313
H 2.745 -1.574 -1.749
H 1.785 -1.728 -3.232
H 2.192 -0.130 -2.613
H 2.473 -2.561 0.014
H 1.547 -2.394 1.511
H 1.229 -3.761 0.424
H -2.487 -1.904 1.536
H -1.796 -3.466 1.078
H -0.895 -2.384 2.152
H -3.256 0.150 -1.589
H -3.610 -1.564 -1.319
H -3.415 -0.479 0.063
H -0.191 0.940 -3.319
H -0.739 -0.581 -4.035
H -1.899 0.472 -3.203
N 0.195 -1.186 4.663
C 0.349 -0.044 3.966
N -0.377 1.021 4.361
S 1.455 0.031 2.642
H -0.278 -1.204 5.560
H 0.770 -1.982 4.410
H -0.186 1.913 3.917
H -0.782 1.048 5.292
*
```

Results
Gap between HOMO and LUMO (spin up / spin down) in eV: 7.38 / 5.26
LUMO (spin up / spin down) in eV: -6.28 / -9.26
Expectation value of S²: 6.23

=====

Entry 5:
Here is a structure of composition C9H7AuN3O2S5 from the OMol25 dataset. Energies are from ωB97M-V with the def2-TZVPD basis set.

ORCA input file:
```
! wB97M-V def2-TZVPD RIJCOSX def2/J DEFGRID3
* xyz -2 2
Au -0.857 -1.179 0.065
O -5.958 2.489 -2.435
C -5.268 1.677 -1.866
S -4.703 1.765 -0.075
C -3.620 0.456 -0.124
C -3.891 -0.398 -1.273
S -3.626 -2.107 -1.650
S -4.766 0.120 -2.638
S -2.538 0.140 1.089
S -2.763 -3.822 0.205
C -2.368 -2.449 -0.644
C 3.360 2.168 -0.775
N 2.867 1.023 -0.027
C 3.594 0.313 0.856
C 3.028 -0.528 1.765
C 1.778 -1.009 1.418
N 1.125 -0.508 0.344
C 1.581 0.518 -0.506
O 1.080 1.007 -1.509
N 1.242 -2.067 2.108
H 3.561 1.840 -1.802
H 4.242 2.525 -0.243
H 2.640 3.019 -0.769
H 4.663 0.617 0.867
H 3.500 -0.741 2.755
H 1.815 -2.752 2.528
H 0.279 -2.117 2.336
*
```

Results
Gap between HOMO and LUMO (spin up / spin down) in eV: 1.97 / 3.46
LUMO (spin up / spin down) in eV: 4.37 / 4.36
Expectation value of S²: 0.81

=====

Entry 6:
Here is a structure of composition C21H42As3N3O6RuS from the OMol25 dataset. Energies are from ωB97M-V with the def2-TZVPD basis set.

ORCA input file:
```
! wB97M-V def2-TZVPD RIJCOSX def2/J DEFGRID3
* xyz 2 5
Ru -0.117 0.319 -1.339
O 0.846 -1.217 -0.175
S 2.117 -0.512 -0.662
O 3.251 -1.150 -0.028
O 1.948 0.875 -0.167
O 2.096 -0.519 -2.107
C 3.435 -1.312 3.371
As 1.984 -1.458 1.978
C 2.246 -3.338 1.599
C 0.148 -1.741 2.854
C -0.560 -0.531 3.443
C 0.438 0.357 4.181
C -1.336 0.263 2.374
As -0.579 1.317 0.826
C -2.211 2.446 0.702
C 0.547 2.701 1.641
C -1.674 -1.016 4.394
As -1.382 -1.932 6.169
C 0.339 -2.903 6.161
C -0.943 -0.422 7.357
H 3.476 -0.324 3.822
H 4.352 -1.485 2.807
H 3.329 -2.079 4.135
H 2.216 -3.914 2.528
H 3.216 -3.471 1.127
H 1.472 -3.686 0.917
H 0.316 -2.493 3.625
H -0.439 -2.182 2.043
H 1.174 0.744 3.469
H 0.964 -0.225 4.936
H -0.069 1.190 4.664
H -1.925 1.035 2.888
H -2.039 -0.416 1.872
H -2.430 2.937 1.654
H -3.079 1.853 0.410
H -2.055 3.225 -0.044
H 0.145 2.999 2.613
H 0.548 3.566 0.974
H 1.570 2.342 1.732
H -2.325 -1.693 3.837
H -2.295 -0.163 4.682
H 0.283 -3.775 5.512
H 0.505 -3.256 7.178
H 1.176 -2.272 5.870
H -1.670 0.376 7.217
H 0.061 -0.041 7.182
H -1.009 -0.760 8.391
O -0.484 -0.971 -3.102
C -0.007 -0.249 -3.983
O 0.349 0.941 -3.839
C 0.078 -0.773 -5.440
N 0.250 0.444 -6.286
C 1.412 0.246 -7.205
C 1.670 -1.257 -7.158
C 1.344 -1.591 -5.705
H -0.832 -1.320 -5.699
H 0.439 1.173 -5.539
H -0.600 0.694 -6.794
H 2.272 0.790 -6.808
H 1.184 0.608 -8.207
H 2.698 -1.498 -7.420
H 1.004 -1.789 -7.840
H 2.142 -1.250 -5.046
H 1.180 -2.649 -5.535
N -0.352 3.322 -2.177
C -1.480 2.677 -2.554
C -2.488 3.297 -3.315
C -3.632 2.599 -3.622
C -3.795 1.298 -3.135
C -2.784 0.751 -2.383
N -1.647 1.414 -2.119
H -0.171 4.226 -2.585
H 0.460 2.757 -1.935
H -2.332 4.308 -3.658
H -4.397 3.056 -4.228
H -4.689 0.735 -3.340
H -2.854 -0.250 -1.956
*
```

Results
Gap between HOMO and LUMO (spin up / spin down) in eV: 6.01 / 4.71
LUMO (spin up / spin down) in eV: -6.22 / -7.52
Expectation value of S²: 6.02

=====

Entry 7:
Here is a structure of composition C30H40IN2O2OsP2 from the OMol25 dataset. Energies are from ωB97M-V with the def2-TZVPD basis set.

ORCA input file:
```
! wB97M-V def2-TZVPD RIJCOSX def2/J DEFGRID3
* xyz 1 5
Os 0.679 -0.480 -0.160
C 0.865 1.748 4.201
C 0.063 2.381 3.094
N -0.518 3.547 3.382
C -1.041 4.229 2.356
C -0.984 3.853 1.028
C -1.560 4.775 -0.010
O -0.596 5.287 -0.932
C -0.415 2.593 0.696
C -0.300 2.245 -0.690
N -0.162 1.008 -1.324
C -0.827 0.969 -2.562
C -1.889 1.880 -2.799
C -2.494 2.060 -4.024
C -2.112 1.297 -5.122
C -1.155 0.320 -4.927
C -0.594 0.155 -3.672
I 0.407 -2.111 -3.948
C 0.009 1.863 1.813
O 0.675 0.652 1.572
H 1.713 2.401 4.417
H 1.246 0.760 3.957
H 0.270 1.693 5.112
H -1.528 5.165 2.616
H -2.081 5.588 0.498
H -2.297 4.260 -0.626
H 0.039 5.820 -0.442
H -0.402 3.087 -1.358
H -2.231 2.457 -1.951
H -3.281 2.797 -4.120
H -2.559 1.433 -6.098
H -0.880 -0.320 -5.756
C 0.830 -3.901 -1.110
P 1.232 -2.167 -1.448
C 1.247 -4.088 -4.576
C 3.010 -2.167 -1.917
C 3.918 -2.472 -0.715
P 3.452 -1.486 0.768
C 4.040 0.189 0.296
C 4.788 -1.975 1.929
H 1.419 -4.603 -1.700
H -0.233 -4.082 -1.265
H 1.048 -4.037 -0.049
H 2.263 -4.174 -4.206
H 1.204 -4.037 -5.659
H 0.568 -4.826 -4.161
H 3.209 -1.164 -2.300
H 3.195 -2.865 -2.733
H 4.958 -2.278 -0.984
H 3.846 -3.526 -0.437
H 5.061 0.166 -0.093
H 4.014 0.825 1.182
H 3.387 0.649 -0.449
H 5.773 -1.733 1.520
H 4.735 -3.046 2.126
H 4.661 -1.452 2.877
C -1.210 -2.638 2.193
C -1.135 -1.111 2.355
C -1.301 -0.823 3.852
C 0.275 -0.751 1.878
C -2.233 -0.436 1.528
C -3.004 0.611 2.028
C -3.998 1.200 1.257
C -4.258 0.739 -0.027
C -3.511 -0.313 -0.533
C -2.505 -0.883 0.237
H -0.429 -3.118 2.791
H -1.079 -2.952 1.159
H -2.179 -2.992 2.550
H -0.541 -1.365 4.419
H -2.281 -1.163 4.193
H -1.212 0.231 4.096
H 1.041 -1.157 2.528
H -2.828 0.991 3.026
H -4.579 2.015 1.670
H -5.049 1.184 -0.619
H -3.714 -0.699 -1.524
H -1.958 -1.727 -0.174
*
```

Results
ΔE to the lowest compared entry with this formula, charge and spin in kcal/mol: 186.5
Gap between HOMO and LUMO (spin up / spin down) in eV: 5.52 / 6.03
LUMO (spin up / spin down) in eV: -3.14 / -4.70
Expectation value of S²: 6.07

=====

Entry 8:
Here is a structure of composition C13H35BCuNO8V from the OMol25 dataset. Energies are from ωB97M-V with the def2-TZVPD basis set.

ORCA input file:
```
! wB97M-V def2-TZVPD RIJCOSX def2/J DEFGRID3
* xyz 0 2
O 2.919 -1.055 1.642
V 3.103 -0.793 0.117
Cu 2.592 2.797 -1.154
C 5.222 0.902 -0.252
O 5.731 0.976 -1.400
O 4.062 1.199 -0.141
O 5.227 -0.280 0.090
B 0.726 -0.171 -0.039
H -0.141 0.332 -0.437
H 1.616 0.434 -0.121
H 0.626 -0.480 0.990
H 0.880 -1.050 -0.647
C -0.484 1.884 3.456
O -0.931 2.870 2.564
C -0.052 3.863 2.141
C -0.242 4.414 0.684
N 0.209 3.345 -0.329
C -0.208 3.461 -1.738
C 0.104 2.241 -2.669
O 1.467 1.702 -2.696
C 1.740 0.858 -3.805
H -0.202 0.990 2.900
H -1.355 1.600 4.046
H 0.348 1.989 4.153
H 0.982 3.520 2.183
H 0.088 4.664 2.866
H 0.431 5.257 0.527
H -1.262 4.693 0.421
H -0.156 2.476 0.033
H 0.127 4.300 -2.347
H -1.282 3.596 -1.863
H -0.042 2.479 -3.723
H -0.595 1.440 -2.430
H 1.611 1.296 -4.795
H 1.199 -0.088 -3.788
H 2.786 0.572 -3.693
C 0.190 -3.642 1.756
C -0.666 -4.750 2.356
C -1.276 -4.429 3.715
O -1.571 -5.258 1.411
H 0.919 -3.343 2.509
H -0.432 -2.806 1.436
H 0.648 -3.888 0.798
H -0.070 -5.654 2.479
H -1.763 -5.315 4.122
H -1.948 -3.575 3.802
H -0.474 -4.310 4.444
H -1.252 -5.201 0.507
C -2.655 -2.353 -1.075
C -2.309 -1.341 -2.101
C -2.800 0.118 -1.840
O -0.958 -1.350 -2.416
H -3.705 -2.150 -0.865
H -2.178 -2.206 -0.106
H -2.576 -3.395 -1.385
H -2.724 -1.654 -3.059
H -3.887 0.074 -1.765
H -2.645 0.659 -2.773
H -2.335 0.470 -0.919
H -0.375 -0.932 -1.779
*
```

Results
Gap between HOMO and LUMO (spin up / spin down) in eV: 6.41 / 7.65
LUMO (spin up / spin down) in eV: -1.61 / -0.95
Expectation value of S²: 1.02